1.
Formula: C25H16F10N3O2RuSTe2
Source: OMol25
Level of theory: ωB97M-V/def2-TZVPD

Atoms and positions in Å:
Ru: -0.126 -0.216 0.455
C: -4.168 -1.121 1.974
C: -2.880 -1.234 1.452
N: -2.330 -0.291 0.708
C: -3.027 0.841 0.450
C: -4.317 1.042 0.948
C: -4.881 0.022 1.729
C: -4.997 2.275 0.674
C: -4.405 3.244 -0.052
C: -3.083 3.062 -0.578
C: -2.415 4.046 -1.328
C: -1.155 3.794 -1.795
C: -0.555 2.558 -1.509
N: -1.160 1.628 -0.808
C: -2.401 1.866 -0.338
H: -4.567 -1.920 2.582
H: -2.272 -2.102 1.662
H: -5.873 0.157 2.143
H: -5.993 2.414 1.076
H: -4.914 4.179 -0.246
H: -2.905 4.993 -1.522
H: -0.608 4.526 -2.373
H: 0.442 2.341 -1.863
S: 1.101 -4.573 0.471
C: -0.357 -4.524 -0.473
C: -0.991 -5.575 -1.128
C: -2.132 -5.289 -1.849
C: -2.630 -3.983 -1.914
C: -2.001 -2.941 -1.265
C: -0.847 -3.220 -0.535
N: -0.078 -2.319 0.201
C: 0.965 -2.894 0.754
C: 1.947 -2.055 1.404
C: 3.069 -2.529 2.069
C: 3.974 -1.624 2.600
C: 3.769 -0.263 2.429
C: 2.646 0.215 1.758
C: 1.715 -0.680 1.271
H: -0.595 -6.580 -1.080
H: -2.638 -6.082 -2.382
H: -3.520 -3.784 -2.495
H: -2.368 -1.929 -1.340
H: 3.235 -3.595 2.167
H: 4.843 -1.979 3.137
H: 4.476 0.450 2.833
H: 2.523 1.279 1.615
F: 1.180 -1.618 -4.191
Te: 1.406 -0.539 -2.698
F: 3.185 -0.360 -3.210
F: 1.154 0.979 -3.754
F: 2.073 -2.022 -1.757
F: 1.919 0.592 -1.259
O: -0.262 -0.660 -2.054
F: -0.494 -0.858 2.796
Te: -0.112 1.244 3.367
F: -0.631 3.052 3.364
F: -0.580 1.193 5.218
F: 1.567 2.087 3.894
F: -2.016 1.083 3.142
O: 0.016 1.453 1.414

Output
E: -3304.82404 Ha
Multiplicity: 6
Relative energy (zero: lowest compared OMol25 entry of this formula, charge and spin): 36.14 kcal/mol
Frontier orbital gap (alpha / beta): 8.0 / 6.7 eV
Lowest unoccupied orbital energy (alpha / beta): -0.86 / -2.59 eV
HOMO (alpha / beta): -8.896 / -9.244 eV
Charge: 0

2.
Formula: C27H72N2O26P2S5Zr
Source: OMol25
Level of theory: ωB97M-V/def2-TZVPD

Atoms and positions in Å:
Zr: -1.355 -1.545 1.673
C: 1.739 3.698 -1.914
C: 2.853 2.779 -1.392
C: 3.926 3.472 -0.464
O: 4.682 2.404 0.109
C: 5.444 2.701 1.187
N: 2.102 1.670 -0.441
H: 1.829 1.988 0.478
H: 1.299 1.315 -0.940
H: 2.796 0.953 -0.287
H: 1.132 4.206 -1.164
H: 1.215 3.024 -2.591
H: 2.060 4.410 -2.675
H: 3.460 2.337 -2.183
H: 3.506 4.138 0.289
H: 4.540 4.162 -1.044
H: 4.749 2.809 2.020
H: 6.056 3.597 1.082
H: 6.174 1.901 1.311
C: -3.813 -3.334 -3.670
C: -3.427 -1.892 -3.382
C: -4.252 -0.962 -4.230
O: -4.292 0.362 -3.635
C: -4.858 1.342 -4.474
N: -3.746 -1.703 -1.868
H: -4.154 -0.784 -1.773
H: -4.370 -2.351 -1.407
H: -2.895 -1.731 -1.325
H: -3.842 -3.695 -4.698
H: -4.821 -3.607 -3.357
H: -3.073 -4.006 -3.235
H: -2.344 -1.771 -3.403
H: -5.313 -1.199 -4.150
H: -3.813 -0.992 -5.227
H: -5.888 1.120 -4.755
H: -4.270 1.609 -5.352
H: -4.995 2.274 -3.926
P: -0.665 -0.077 -0.358
O: -1.202 -1.536 -0.455
O: 0.200 -0.506 0.833
O: -1.767 0.264 0.671
O: -0.191 0.690 -1.615
P: -3.187 -2.958 2.666
O: -4.417 -3.824 3.107
O: -3.382 -1.576 2.052
O: -2.408 -3.326 1.379
O: -1.928 -2.572 3.396
C: 4.695 -0.984 0.456
C: 5.909 -0.760 -0.355
C: 5.314 -0.442 -1.696
O: 3.820 -0.501 -1.596
C: 3.584 -1.394 -0.545
H: 4.530 -0.081 1.045
H: 4.818 -1.732 1.239
H: 6.564 -1.620 -0.500
H: 6.584 0.040 -0.053
H: 5.701 -1.278 -2.278
H: 5.813 0.386 -2.200
H: 3.807 -2.363 -0.990
H: 2.557 -1.172 -0.258
O: -0.575 -5.730 0.760
S: 0.236 -4.566 0.501
O: 0.145 -3.325 1.327
O: 1.820 -5.020 0.365
C: 2.200 -6.360 -0.078
C: 3.644 -6.249 0.376
C: -0.056 -4.157 -1.316
H: 2.228 -6.578 -1.146
H: 1.575 -7.157 0.324
H: 4.189 -5.349 0.089
H: 4.267 -7.007 -0.099
H: 3.664 -6.295 1.465
H: 0.067 -5.062 -1.909
H: 0.564 -3.278 -1.492
H: -1.141 -4.051 -1.334
O: 2.873 -1.362 -5.938
S: 2.227 -0.404 -5.039
O: 2.940 0.700 -4.412
O: 0.814 0.179 -5.816
C: 0.079 1.229 -5.151
C: -0.862 2.099 -6.082
C: 1.340 -1.442 -3.686
H: 0.777 1.842 -4.581
H: -0.633 1.014 -4.355
H: -0.347 2.976 -6.475
H: -1.682 2.583 -5.551
H: -1.127 1.505 -6.956
H: 1.790 -2.422 -3.532
H: 0.301 -1.487 -4.013
H: 1.384 -0.917 -2.732
O: 0.556 2.127 2.846
S: -0.753 1.742 3.307
O: -1.254 0.311 3.225
O: -0.872 2.116 4.963
C: -1.781 1.418 5.859
C: -1.844 2.427 7.035
C: -1.995 2.935 2.629
H: -1.367 0.456 6.159
H: -2.817 1.324 5.533
H: -2.060 3.441 6.698
H: -0.855 2.583 7.466
H: -2.368 2.065 7.919
H: -1.874 2.828 1.551
H: -1.838 3.931 3.041
H: -3.006 2.564 2.797
O: -2.926 5.015 -2.373
S: -2.457 4.293 -1.186
O: -1.077 4.168 -0.710
O: -3.335 4.834 0.145
C: -4.729 5.099 -0.102
C: -5.179 6.109 0.945
C: -3.208 2.519 -1.302
H: -5.493 4.327 -0.197
H: -4.921 5.586 -1.058
H: -6.155 6.502 0.663
H: -4.511 6.966 1.026
H: -5.395 5.743 1.948
H: -4.254 2.560 -1.606
H: -3.106 2.086 -0.307
H: -2.638 1.933 -2.023
O: 0.397 -1.495 3.135
S: 1.736 -1.379 3.570
O: 2.604 -0.409 2.900
O: 1.672 -0.965 5.228
C: 0.747 -1.736 6.054
C: 0.907 -1.089 7.438
C: 2.548 -3.092 3.718
H: 0.920 -2.812 6.072
H: -0.243 -1.500 5.664
H: 0.600 -0.045 7.507
H: 1.884 -1.203 7.909
H: 0.191 -1.507 8.145
H: 1.885 -3.697 4.337
H: 3.554 -2.919 4.099
H: 2.619 -3.441 2.688

Output
E: -5858.40335 Ha
Relative energy (zero: lowest compared OMol25 entry of this formula, charge and spin): 158.33 kcal/mol
Frontier orbital gap: 6.4 eV
Lowest unoccupied orbital energy: 0.07 eV
HOMO: -6.295 eV
Charge: 0